Formula: C16H20F8N6O3S4Ta
Source: the Open Molecules 2025 dataset
Level of theory: wB97M-V/def2-TZVPD

Structure (XYZ):
```
58
Properties=species:S:1:pos:R:3:forces:R:3:nbo_charge:R:1
Ta 10.9476 9.0998 8.1326 1.166 -0.564 -0.270 1.739
C 12.6597 6.2832 7.0267 -1.578 1.078 -1.084 -0.249
C 12.5616 7.3051 5.9136 -0.418 0.259 0.075 -0.243
N 12.6213 8.6824 6.4877 0.061 0.067 -0.471 -0.663
C 14.0551 9.0241 6.7859 -0.903 0.431 0.934 -0.248
C 14.4821 8.4997 8.1455 1.233 1.316 0.637 -0.544
S 13.2353 8.5701 9.4805 -0.256 0.274 -0.189 0.397
C 13.1418 6.8392 10.0402 -0.129 -0.256 0.120 -0.547
C 12.0319 6.0252 9.3502 0.054 0.686 -0.391 -0.243
N 11.6245 6.6836 8.0459 0.698 -0.656 0.832 -0.630
H 13.6169 6.2239 7.4833 0.632 -0.111 0.240 0.217
H 12.4020 5.3446 6.5570 0.019 -0.573 0.353 0.261
H 11.6163 7.2153 5.3549 0.200 -0.132 0.293 0.239
H 13.3649 7.2122 5.1984 0.231 -0.217 -0.280 0.247
H 12.3767 9.3046 5.7030 0.080 -0.138 0.445 0.448
H 14.0968 10.1070 6.7732 0.190 0.163 0.031 0.246
H 14.7038 8.6330 6.0068 0.032 -0.016 -0.092 0.255
H 15.3204 9.1410 8.5267 -0.673 -0.514 -0.380 0.295
H 14.8814 7.5080 8.1270 0.139 -0.567 -0.030 0.247
H 12.9051 6.8797 11.1105 0.338 0.087 -0.197 0.288
H 14.1552 6.4244 9.9221 -0.389 0.137 0.083 0.273
H 11.1767 5.9855 9.9997 -0.419 0.013 0.163 0.228
H 12.3325 4.9867 9.1766 0.097 0.209 -0.118 0.256
H 10.7919 6.1968 7.7657 -0.659 -0.111 -0.175 0.421
F 6.5862 6.1583 12.4869 0.198 0.214 0.196 -0.226
C 7.1355 6.5102 11.3553 -0.598 -0.558 -0.480 0.325
C 8.3502 7.1697 11.3167 0.628 -0.104 -0.304 0.329
F 8.9867 7.4526 12.4255 0.312 0.243 0.285 -0.252
C 8.8958 7.4026 10.0621 0.493 0.696 0.758 0.271
F 10.1326 8.1624 9.9439 -0.537 -0.274 0.459 -0.351
C 8.3002 7.1450 8.8725 -0.254 -0.096 -0.589 -0.339
S 8.8842 8.0271 7.4148 -0.073 0.010 0.653 0.056
C 7.0873 6.4443 8.9508 -0.420 0.180 -0.054 0.367
F 6.4217 6.1696 7.8522 -0.029 -0.095 -0.445 -0.256
C 6.4865 6.1298 10.1711 1.479 0.658 0.210 0.332
F 5.3715 5.4873 10.2639 -0.634 -0.310 -0.295 -0.221
C 7.1671 14.2182 7.1861 0.323 -0.602 -0.375 -0.672
C 7.9762 13.1983 6.4309 0.094 0.408 0.012 0.388
N 8.4614 13.4048 5.2382 -0.451 0.724 0.452 -0.182
N 9.2841 12.3942 4.9712 0.462 -1.134 0.351 -0.300
C 9.3396 11.5052 5.9818 -0.126 -0.135 -0.960 0.275
S 10.1949 9.9610 5.8397 -0.592 0.848 0.029 -0.070
N 8.4718 11.9837 6.9065 0.648 0.013 -0.360 -0.194
N 8.2388 11.3234 8.1124 1.409 0.559 -0.046 -0.620
H 7.0992 15.0736 6.4968 -0.252 -0.260 0.448 0.294
H 7.7135 14.5218 8.0932 -0.251 -0.070 -0.264 0.256
H 6.1810 13.8107 7.4485 0.220 0.336 -0.058 0.262
H 9.7385 12.3797 4.0480 -0.162 -0.215 0.705 0.470
H 7.3419 10.9084 8.0841 -1.182 -0.423 0.091 0.398
H 8.3340 11.9779 8.8840 -0.127 0.039 -0.054 0.409
F 14.1126 11.6421 9.2387 -0.584 0.531 0.639 -0.302
C 13.1584 12.2931 9.9426 0.427 -0.747 0.292 0.819
F 13.2843 13.5827 9.8289 -0.127 -0.507 -0.142 -0.234
F 13.1509 11.9097 11.2035 0.226 0.057 -0.286 -0.267
S 11.5010 11.7484 9.1950 0.324 -0.344 -0.633 2.297
O 10.8165 10.5780 9.8311 -0.196 -0.964 0.435 -0.928
O 10.7625 12.9204 9.0342 -1.055 1.201 0.183 -0.840
O 11.8543 11.0593 7.9166 0.663 -0.745 -1.384 -0.983
```
Forces are in eV/Å.

HOMO (alpha / beta) (eV): -17.59 / -17.59
Total charge: +3
Energy above the lowest of the compared OMol25 structures with the same formula, charge and spin (kJ/mol): 40.9
Energy (Ha): -3623.66907

---

Formula: C16H20INO3PPtS3
Source: the Open Molecules 2025 dataset
Level of theory: wB97M-V/def2-TZVPD

Structure (XYZ):
```
46
Properties=species:S:1:pos:R:3:forces:R:3:nbo_charge:R:1
Pt -0.6369 -0.2134 0.7548 0.177 -1.040 -0.028 0.781
I -2.1088 -1.7042 -0.7187 -0.300 0.071 -0.147 0.629
C -2.7689 -0.1542 -1.9592 0.124 0.131 0.111 -0.135
C -3.6809 -0.3043 -2.9515 0.004 -0.250 0.106 -0.230
C -3.9638 0.8201 -3.7509 -0.041 0.216 -0.149 -0.189
C -3.3209 2.0084 -3.5440 -0.049 -0.132 -0.014 -0.153
C -2.3620 2.1568 -2.5128 0.054 -0.023 0.100 -0.055
C -1.6533 3.3613 -2.2894 0.019 -0.041 0.041 -0.160
C -0.7276 3.4388 -1.2911 -0.062 0.296 -0.231 -0.183
C -0.4709 2.3326 -0.4580 0.321 -0.016 0.359 -0.290
C -1.1382 1.1714 -0.6483 0.091 0.361 0.097 -0.013
C -2.0916 1.0433 -1.6773 -0.194 -0.211 -0.158 -0.072
H -4.1747 -1.2486 -3.1390 0.003 0.019 -0.014 0.239
H -4.6905 0.7271 -4.5462 0.002 -0.006 0.007 0.238
H -3.5368 2.8550 -4.1823 0.017 0.027 0.016 0.233
H -1.8487 4.2157 -2.9238 -0.020 -0.005 -0.011 0.231
H -0.1844 4.3597 -1.1269 0.022 -0.027 0.024 0.235
H 0.2669 2.4189 0.3362 -0.057 0.060 -0.063 0.241
O 0.3397 -0.4831 -2.6103 0.011 0.084 0.048 -0.914
S 1.3663 -0.8478 -1.6458 0.153 -0.321 -0.138 1.467
N 1.0585 -0.9276 -0.1856 -0.398 0.500 0.192 -1.055
C -0.9357 -2.6988 5.3823 -0.015 0.015 0.003 -0.632
C -1.9169 -1.7953 4.6741 0.003 -0.002 0.032 0.113
C -3.3267 -1.8613 5.2072 -0.002 0.006 0.007 -0.632
O -1.4511 -0.4031 4.8733 0.182 -0.086 -0.029 -0.848
P -0.9277 0.4663 3.6827 -0.734 0.320 0.183 1.797
S 0.6387 -0.3008 2.6904 0.647 0.093 -0.259 -0.333
S -2.3304 0.6078 2.2206 0.063 -0.038 -0.122 -0.440
O -0.4738 1.8043 4.3161 -0.015 -0.017 0.041 -0.841
C -1.1655 2.6393 5.3330 -0.020 0.039 0.027 0.126
C -2.6541 2.6964 5.0755 0.005 0.002 -0.003 -0.656
C -0.7934 2.1416 6.7102 0.014 -0.018 -0.033 -0.639
H -1.2389 -3.7382 5.2555 -0.001 0.002 -0.003 0.232
H -0.9146 -2.4733 6.4486 0.005 0.000 0.001 0.225
H 0.0685 -2.5814 4.9756 0.003 -0.009 0.005 0.224
H -1.9096 -1.9893 3.5983 -0.003 0.010 0.004 0.188
H -3.3424 -1.6036 6.2666 -0.002 0.000 0.000 0.224
H -3.7138 -2.8740 5.0947 -0.001 0.000 -0.003 0.232
H -3.9803 -1.1788 4.6644 -0.004 -0.003 0.001 0.224
H -0.7186 3.6144 5.1496 0.010 -0.002 -0.002 0.209
H -3.1253 1.7258 5.2434 0.001 0.002 -0.001 0.216
H -2.8721 3.0380 4.0642 -0.001 -0.004 0.001 0.231
H -3.0981 3.4049 5.7747 -0.006 -0.005 0.000 0.244
H -1.2389 1.1676 6.9068 0.001 -0.007 0.008 0.222
H -1.1620 2.8471 7.4553 -0.004 0.011 -0.011 0.233
H 0.2881 2.0690 6.8146 -0.001 -0.001 0.005 0.231
```
Forces are in eV/Å.

HOMO (eV): -11.39
Total charge: +1
Energy above the lowest of the compared OMol25 structures with the same formula, charge and spin (kJ/mol): 0.0
Energy (Ha): -2854.92817

---

Listing max |F| for the structures above in their given order: 0.0427 0.0205 Eh/bohr.
Listing M for the structures above in their given order: 805.58 723.50 g mol⁻¹.